Here is an isolated ion of composition C4H8NO and charge +1 from the Open Molecules 2025 dataset. Energies are from ωB97M-V with the def2-TZVPD basis set.

Electronic energy = -286.80428 Eh
E_LUMO = -4.8 eV
Orbital gap = 8.7 eV
Total charge = +1

Last column: natural (NBO) charge in e.
Cartesian coordinates (Å):
C (-0.2719, -1.2891, -0.1123)  -0.4348
C (0.9304, -2.0414, 0.1849)  0.0278
C (-0.9791, 0.9239, 0.5572)  0.5435
C (1.1145, 0.6939, -0.5792)  -0.4569
N (-0.1050, 0.1661, -0.0152)  -0.2927
O (-0.7887, 2.2041, 0.6588)  -0.5982
H (-0.2918, -1.5651, -1.1889)  0.3040
H (-1.2390, -1.5795, 0.3126)  0.2480
H (0.7147, -3.1088, 0.2842)  0.1530
H (-1.8771, 0.4625, 0.9665)  0.2068
H (1.9659, 0.1925, -0.1182)  0.2731
H (1.1398, 0.4814, -1.6482)  0.2369
H (1.1755, 1.7658, -0.4194)  0.2495
H (-1.4881, 2.6939, 1.1173)  0.5402

Atomic forces in eV per Å
C -0.091 -0.836 0.377
C 0.013 0.385 0.241
C -0.114 -0.600 0.076
C 0.958 0.532 -0.299
N -0.345 0.685 0.224
O 0.215 0.112 -0.141
H -0.108 -0.057 -0.164
H 0.047 -0.022 -0.021
H -0.306 -0.043 -0.216
H 0.069 0.096 -0.029
H -0.151 0.050 -0.016
H -0.075 -0.001 0.002
H -0.030 -0.071 -0.027
H -0.084 -0.232 -0.006

Here is an isolated ion of composition C4H8NO2 and charge -1 from the Open Molecules 2025 dataset. Energies are from ωB97M-V with the def2-TZVPD basis set.

Structure (SMILES) = O=CCCNC[O-]
Electronic energy = -362.39748 Eh
E_LUMO = 3.8 eV
Orbital gap = 6.4 eV
Total charge = -1

Last column: natural (NBO) charge in e.
Cartesian coordinates (Å):
O (-2.1991, 2.1792, 0.1903)  -0.5765
C (-2.1413, 1.0782, -0.3258)  0.4523
C (-0.8901, 0.2749, -0.4006)  -0.5712
C (0.0382, 0.4277, 0.7895)  -0.2210
N (1.4127, -0.2076, 0.7442)  -0.6704
C (1.7048, -1.1043, -0.4473)  0.1303
O (0.7608, -1.6813, -1.1995)  -0.9510
H (-3.0915, 0.6372, -0.6516)  0.0896
H (-0.4766, 0.5413, -1.3682)  0.2553
H (-1.0366, -0.8079, -0.5150)  0.2818
H (0.3172, 1.4730, 0.9611)  0.1768
H (-0.4783, 0.2700, 1.7468)  0.1650
H (1.2852, -0.8368, 1.5363)  0.3209
H (2.4365, -1.8163, 0.0023)  0.0653
H (2.3580, -0.4271, -1.0625)  0.0530

Atomic forces in eV per Å
O -0.138 -0.070 -0.327
C 0.263 0.486 1.570
C -0.526 -0.981 0.026
C 1.709 2.266 0.090
N -2.359 -1.088 0.903
C 0.938 0.077 -1.358
O 0.025 0.104 0.985
H -0.150 -0.279 -0.563
H 0.654 0.065 -0.128
H -0.416 0.290 -0.236
H -0.530 0.406 -0.566
H -0.122 -0.874 -0.279
H 0.656 -0.258 -0.204
H 0.057 -0.133 0.148
H -0.061 -0.012 -0.058

Here is an isolated ion of composition C4H8NO2 and charge -1 from the Open Molecules 2025 dataset. Energies are from ωB97M-V with the def2-TZVPD basis set.

Structure (SMILES) = NCCCC(=O)[O-]
Electronic energy = -362.49798 Eh
E_LUMO = 4.1 eV
Orbital gap = 8.0 eV
Total charge = -1

Last column: natural (NBO) charge in e.
Cartesian coordinates (Å):
N (-1.7924, 1.5526, -0.2426)  -0.8515
C (-1.0451, 0.2643, -0.1158)  -0.2357
C (0.4225, 0.5242, -0.4139)  -0.3939
C (1.4913, -0.4308, 0.1785)  -0.5096
C (0.8557, -1.8376, 0.4091)  0.7568
O (1.1559, -2.7019, -0.4517)  -0.7903
O (0.1082, -1.9710, 1.4057)  -0.7981
H (-1.3167, 2.2592, 0.3061)  0.3325
H (-2.7202, 1.4797, 0.1601)  0.3392
H (-1.4329, -0.3264, -0.9468)  0.1828
H (-1.2230, -0.2281, 0.8332)  0.2202
H (0.5860, 0.4588, -1.4909)  0.1952
H (0.6770, 1.5666, -0.1779)  0.1704
H (2.2927, -0.5563, -0.5479)  0.1969
H (1.9410, -0.0533, 1.0946)  0.1851

Atomic forces in eV per Å
N 0.161 0.134 0.084
C -0.599 0.819 -0.639
C 1.033 0.125 -0.219
C -0.633 -0.344 -0.035
C 0.475 -0.445 -0.110
O -0.141 0.182 0.107
O 0.097 0.165 0.033
H 0.037 0.039 0.069
H 0.023 -0.177 -0.036
H -0.038 -0.524 0.381
H 0.228 -0.173 0.048
H -0.331 0.110 -0.140
H -0.092 -0.041 0.205
H 0.029 0.071 -0.023
H -0.248 0.060 0.276

Here is C4H8NO2 as an isolated structure from the Open Molecules 2025 dataset. Energies are from ωB97M-V with the def2-TZVPD basis set.

Spin multiplicity = 2
Electronic energy = -362.19474 Eh
E_LUMO (spin up / spin down) = 0.5 / -3.9 eV
Orbital gap (spin up / spin down) = 8.3 / 3.9 eV
<S²> = 0.755
Total charge = 0

Last column: Löwdin spin population.
Cartesian coordinates (Å):
C (0.1628, -0.3049, 1.6367)  0.0001
N (2.5262, -0.2570, 2.0118)  0.0004
C (1.6135, -0.0595, -0.3878)  -0.0002
C (1.5266, -0.2499, 1.0427)  -0.0002
C (-3.2567, 0.5391, -2.4268)  0.0808
O (-2.9495, 0.0372, -1.3283)  0.0260
O (-4.1600, 0.1423, -3.3142)  0.8546
H (0.1763, 0.1368, 2.6658)  0.0000
H (-0.3041, -1.3477, 1.4919)  0.0000
H (-0.5417, 0.3742, 1.1525)  0.0001
H (-2.7176, 1.4699, -2.6744)  0.0383
H (1.5210, 0.8901, 0.4440)  0.0000
H (2.5900, -0.1554, -0.8031)  0.0000
H (0.8275, -0.1164, -1.2610)  0.0000
H (2.9857, -1.0987, 1.7502)  0.0000

Atomic forces in eV per Å
C -2.032 0.632 0.284
N -3.044 -0.507 -2.293
C -0.908 0.379 -0.340
C 0.663 -1.930 3.798
C 0.672 -1.203 3.042
O -1.246 0.660 -3.019
O 1.044 0.461 0.907
H 0.208 -1.308 -0.601
H 0.973 1.494 0.730
H -0.220 -0.085 -0.603
H -0.444 0.089 -0.930
H 0.364 1.209 -3.111
H 0.878 0.441 0.016
H 0.890 0.119 2.598
H 2.202 -0.449 -0.477

Here is one molecule with the formula C4H8NO2 from the Open Molecules 2025 dataset. Energies are from ωB97M-V with the def2-TZVPD basis set.

Spin multiplicity = 2
Electronic energy = -362.36383 Eh
E_LUMO (spin up / spin down) = 0.9 / -3.4 eV
Orbital gap (spin up / spin down) = 10.7 / 6.1 eV
<S²> = 0.757
Total charge = 0

Last column: Löwdin spin population.
Cartesian coordinates (Å):
C (1.5817, 0.9328, 1.4114)  0.0048
C (0.9140, -0.0257, 0.4038)  0.0086
N (-0.2944, 0.5305, -0.1685)  0.1027
C (-0.8205, -0.1781, -1.3078)  0.0650
C (-2.0315, -1.0646, -0.8722)  0.0765
O (-2.1162, -1.4193, 0.2885)  0.0358
O (-2.8422, -1.3375, -1.8098)  0.6973
H (2.5630, 1.2119, 1.0307)  0.0002
H (1.8371, 0.3964, 2.3129)  0.0003
H (1.0474, 1.8289, 1.5503)  0.0001
H (1.6078, -0.1764, -0.4019)  0.0000
H (0.8054, -1.0063, 0.8833)  0.0033
H (-1.0339, 0.5543, 0.5270)  0.0035
H (-0.0881, -0.8140, -1.8062)  0.0007
H (-1.1296, 0.5671, -2.0414)  0.0011

Atomic forces in eV per Å
C 1.215 -1.335 -0.851
C 0.507 0.027 0.683
N -0.272 -0.691 0.006
C 0.126 1.129 -0.724
C -0.177 -0.517 0.834
O -0.061 0.119 -0.066
O 0.276 0.115 -0.354
H 0.020 0.242 -0.211
H -0.443 0.146 0.594
H -0.846 0.923 0.489
H 0.262 -0.107 -0.567
H -0.441 0.015 -0.096
H 0.130 0.280 0.190
H 0.065 -0.082 0.192
H -0.361 -0.265 -0.119

Here is a 2-piece molecular cluster, C4H8NO2 overall from the Open Molecules 2025 dataset. Energies are from ωB97M-V with the def2-TZVPD basis set.

Electronic energy = -362.15794 Eh
E_LUMO = -3.7 eV
Orbital gap = 11.2 eV
Total charge = +1

Last column: natural (NBO) charge in e.
Cartesian coordinates (Å):
C (-2.1133, 0.4033, 0.0004)  1.0498
C (0.2506, -0.4741, 0.4114)  -0.1394
C (0.6988, 0.3484, -0.5232)  -0.0910
C (1.0674, 1.7353, -0.0861)  -0.6496
N (0.0520, -1.9145, 0.1390)  -0.6987
O (-2.2808, -0.7036, -0.4027)  -0.5737
O (-1.9021, 1.4921, 0.3945)  -0.4771
H (0.4035, -0.2994, 1.4858)  0.2389
H (0.5891, 0.1774, -1.5712)  0.2285
H (0.8615, 2.4111, -0.8510)  0.2424
H (2.2057, 1.7223, -0.0935)  0.2587
H (0.4632, 1.9678, 0.7301)  0.2428
H (-0.9772, -2.3161, 0.1654)  0.4620
H (0.4626, -2.4480, 0.9713)  0.4684
H (0.2190, -2.1020, -0.7702)  0.4380

Atomic forces in eV per Å
C -0.020 0.231 -0.028
C 1.624 -0.910 0.625
C -1.034 0.814 0.925
C 2.398 -1.969 -1.589
N -3.816 -0.724 5.444
O -0.299 2.428 0.781
O -0.936 -2.341 -0.884
H -0.459 0.145 -0.560
H 0.361 -0.601 -0.659
H -0.621 1.212 -1.373
H -1.300 0.377 1.040
H 0.040 0.738 1.891
H 1.640 1.719 0.337
H 0.274 0.334 -2.268
H 2.146 -1.452 -3.681

Here is an isolated ion of composition C4H8NO2 and charge +1 from the Open Molecules 2025 dataset. Energies are from ωB97M-V with the def2-TZVPD basis set.

Electronic energy = -362.13664 Eh
E_LUMO = -3.9 eV
Orbital gap = 10.7 eV
Total charge = +1

Last column: natural (NBO) charge in e.
Cartesian coordinates (Å):
C (-0.0569, 1.2443, 0.7834)  -0.0520
C (-1.1465, 0.7408, 0.2088)  -0.4047
C (1.2588, 0.5421, 0.7301)  -0.2918
C (-1.1307, -0.5609, -0.4036)  0.9008
N (1.1761, -0.5713, -0.2943)  -0.7992
O (-1.2429, -1.5487, 0.4157)  -0.5779
O (-1.2892, -0.7157, -1.6434)  -0.6167
H (0.0956, 2.1347, 1.3246)  0.2422
H (-2.0673, 1.2024, 0.4566)  0.2830
H (2.1011, 1.2264, 0.4589)  0.2239
H (1.5216, -0.0408, 1.6619)  0.2460
H (1.2082, -0.0649, -1.1051)  0.3489
H (1.9635, -1.1281, -0.2323)  0.3908
H (-1.2411, -2.4714, 0.0015)  0.5366
H (-1.1502, 0.0112, -2.3627)  0.5701

Atomic forces in eV per Å
C 1.360 -1.433 -0.396
C 1.268 1.462 1.568
C 1.120 -2.205 -0.442
C 0.497 0.072 1.124
N -2.068 1.933 2.471
O -0.642 -1.736 -0.929
O -0.111 -0.326 -3.436
H -1.070 1.243 0.535
H -1.093 0.256 -0.426
H -0.703 -0.323 0.544
H -0.425 1.320 -0.443
H 0.502 0.966 -3.064
H 1.801 -1.574 0.071
H -0.060 1.585 0.371
H -0.378 -1.239 2.451

Here is a 2-piece molecular cluster, C4H8NO2P overall from the Open Molecules 2025 dataset. Energies are from ωB97M-V with the def2-TZVPD basis set.

Electronic energy = -703.67156 Eh
E_LUMO (spin up / spin down) = 0.0 / -1.8 eV
Orbital gap (spin up / spin down) = 9.6 / 5.5 eV
Total charge = 0

Last column: natural (NBO) charge in e.
Cartesian coordinates (Å):
C (2.0969, -1.4200, 0.3191)  0.2560
C (-1.7411, -0.2149, -0.8864)  -0.6169
C (2.8366, -2.5316, -0.0069)  -0.4143
C (-1.6581, 1.2450, -0.3940)  -0.0725
N (1.2797, -0.5646, 0.4738)  -0.4073
O (0.9549, 2.7714, 0.6659)  -1.0303
O (-1.2915, 1.3673, 0.9791)  -0.7836
P (0.2817, 1.6779, 1.3369)  1.7585
H (-2.4602, -0.8210, -0.4995)  0.2018
H (-1.9713, -0.0990, -1.8927)  0.2013
H (-0.7870, -0.6397, -0.7493)  0.2193
H (3.2366, -2.5122, -0.9884)  0.2234
H (2.9026, -3.3203, 0.6041)  0.2134
H (-2.7055, 1.5862, -0.4261)  0.1867
H (-1.0532, 1.6550, -1.1418)  0.1929
H (0.0790, 1.8205, 2.6061)  -0.1284

Atomic forces in eV per Å
C -1.325 1.041 0.383
C 1.572 2.322 0.653
C -0.767 3.609 -1.538
C -2.985 -2.483 0.577
N 0.975 -1.805 -0.505
O 0.674 1.406 -0.913
O 1.829 0.302 -0.196
P -0.983 -1.784 -2.295
H -2.102 -1.470 1.653
H -0.176 -0.098 -2.156
H 1.113 -0.805 -0.111
H 0.538 -0.248 -0.599
H 0.271 -2.761 2.137
H 0.603 0.602 -0.192
H 1.213 1.716 -0.339
H -0.450 0.458 3.439

Here is C4H8NO2PS3 as an isolated structure from the Open Molecules 2025 dataset. Energies are from ωB97M-V with the def2-TZVPD basis set.

Electronic energy = -1898.32784 Eh
E_LUMO = -0.4 eV
Orbital gap = 7.4 eV
Total charge = 0

Last column: natural (NBO) charge in e.
Cartesian coordinates (Å):
C (1.0781, 0.0263, 0.9604)  0.1301
C (2.6011, -0.5508, 2.8267)  -0.6874
C (-1.6589, -1.9289, -1.2681)  -0.2539
C (-2.0312, 2.3589, -1.3776)  -0.2464
N (0.2277, 0.1904, 0.1063)  -0.8086
O (-0.6522, -1.1405, -1.8909)  -0.8144
O (-1.7323, 0.9880, -1.2318)  -0.8235
P (-0.2485, 0.3697, -1.5459)  1.5523
S (4.7070, 0.0451, 0.7217)  -0.4214
S (0.8925, 0.0313, 2.6771)  0.3072
S (2.9990, -0.8363, 1.0139)  0.4557
H (3.2566, 0.2141, 3.2394)  0.2469
H (2.6692, -1.4767, 3.3954)  0.2376
H (-2.3200, -1.3270, -0.6443)  0.1967
H (-1.1797, -2.7021, -0.6616)  0.1849
H (-2.2336, -2.3969, -2.0676)  0.1926
H (-3.0739, 2.4280, -1.6911)  0.1922
H (-1.4002, 2.8279, -2.1348)  0.1797
H (-1.9007, 2.8795, -0.4273)  0.1797

Atomic forces in eV per Å
C 0.239 -0.260 -0.952
C -0.110 -0.093 -0.357
C -0.144 -0.202 0.237
C -0.051 0.258 -0.102
N 0.228 0.034 0.185
O 0.272 0.241 -0.225
O 0.183 -0.680 -0.087
P -0.131 0.294 0.143
S -0.058 0.289 -0.349
S 0.346 -0.187 0.573
S -0.961 0.162 1.240
H 0.065 -0.088 -0.250
H 0.015 0.021 -0.067
H 0.050 -0.005 -0.055
H -0.063 0.091 -0.057
H 0.000 -0.003 0.114
H 0.098 0.076 0.048
H 0.028 0.042 -0.025
H -0.008 0.011 -0.015

Here is a 2-piece molecular cluster, C4H8NO2S overall from the Open Molecules 2025 dataset. Energies are from ωB97M-V with the def2-TZVPD basis set.

Electronic energy = -760.44518 Eh
E_LUMO = 0.6 eV
Orbital gap = 3.8 eV
Total charge = -1

Last column: natural (NBO) charge in e.
Cartesian coordinates (Å):
O (-1.8320, 0.2997, -2.1890)  -0.7507
C (-1.4615, -0.0417, -1.0481)  0.7359
O (-1.5460, -1.1972, -0.5539)  -0.7480
C (-0.6268, 0.9687, -0.2574)  -0.4485
C (0.4578, 0.3115, 0.5541)  -0.5181
C (1.8164, -0.1472, 0.0949)  -0.2512
S (2.6144, -1.5651, 0.6069)  0.1182
N (-2.0736, 2.5599, 1.2913)  -1.1079
H (-1.4050, 1.4774, 0.5132)  0.3329
H (0.0326, -0.6221, 0.9692)  0.2907
H (0.5037, 1.0352, 1.3853)  0.1921
H (1.8657, -0.2793, -0.9955)  0.1913
H (-2.8847, 2.3736, 1.8792)  0.3248
H (2.9473, -1.0377, 1.8206)  0.1099
H (-1.3981, 3.1353, 1.7826)  0.3144
H (-0.2953, 1.7016, -0.9921)  0.2142

Atomic forces in eV per Å
O -0.384 0.388 0.135
C 0.715 -0.895 -1.150
O -0.009 0.108 0.664
C 0.608 -1.820 -2.187
C -0.558 1.805 2.773
C -1.429 -0.947 -2.830
S 0.726 0.681 1.228
N -0.171 0.349 -0.896
H -0.226 0.798 0.676
H -0.262 0.018 0.001
H 0.810 -0.518 0.594
H -0.012 0.790 -0.026
H 0.421 -0.369 0.240
H -0.253 -0.708 -0.031
H 0.039 -0.214 0.324
H -0.016 0.536 0.481

Here is a 2-piece molecular cluster, C4H8NO3 overall from the Open Molecules 2025 dataset. Energies are from ωB97M-V with the def2-TZVPD basis set.

Electronic energy = -437.59542 Eh
E_LUMO = 4.3 eV
Orbital gap = 7.4 eV
Total charge = -1

Last column: natural (NBO) charge in e.
Cartesian coordinates (Å):
C (1.4874, -1.5044, -0.2398)  -0.4226
C (1.7761, -0.0298, -0.0813)  -0.4425
C (0.0940, -1.0519, -0.8166)  0.0074
C (0.6064, 0.4054, -0.6124)  0.3341
N (-1.7428, 1.5016, 1.5927)  -0.5236
O (-2.1971, 1.2217, 0.2505)  -0.6878
O (-0.9729, -1.5573, -0.0357)  -0.7480
O (0.1476, 1.5634, -0.8305)  -0.8057
H (2.2177, -1.9392, -1.0693)  0.1452
H (1.4718, -2.0027, 0.7554)  0.1846
H (2.7727, 0.2901, 0.0985)  0.1707
H (-0.7412, 1.4599, 1.3766)  0.3497
H (-0.2166, -1.4288, -1.7804)  0.1517
H (-1.9048, 2.5173, 1.6481)  0.3090
H (-1.3353, -0.6987, 0.1904)  0.4837
H (-1.4631, 1.2534, -0.4462)  0.4943

Atomic forces in eV per Å
C 1.084 0.214 -1.487
C 0.192 -1.395 -0.322
C 0.935 -1.428 0.446
C 0.998 0.069 0.349
N 0.972 0.632 -1.529
O -1.636 -1.000 -0.783
O -0.373 0.905 0.696
O -1.315 0.270 -0.550
H -1.427 0.028 1.804
H -0.118 -0.491 -1.048
H 0.475 1.144 0.298
H 0.274 0.071 0.917
H 0.904 0.400 -1.110
H 0.088 -0.324 0.216
H -1.404 -0.067 0.875
H 0.350 0.972 1.228

Here is a 2-piece molecular cluster, C4H8NO3 overall from the Open Molecules 2025 dataset. Energies are from ωB97M-V with the def2-TZVPD basis set.

Electronic energy = -437.80297 Eh
E_LUMO = 3.8 eV
Orbital gap = 8.5 eV
Total charge = -1

Last column: natural (NBO) charge in e.
Cartesian coordinates (Å):
C (-0.9934, 1.7788, -1.8759)  -0.7335
C (-0.3563, 0.4491, -2.3050)  0.7730
O (0.5558, -0.0222, -1.5657)  -0.8236
O (-0.7762, -0.0464, -3.3695)  -0.7593
H (-1.0016, 2.4421, -2.7408)  0.2058
H (-0.4641, 2.2257, -1.0356)  0.1920
H (-2.0351, 1.6110, -1.5988)  0.2042
C (0.1192, -1.9347, 1.7069)  -0.7106
C (0.7524, -0.6208, 2.1159)  0.6646
O (1.0028, -0.3703, 3.2970)  -0.6938
N (1.0120, 0.2115, 1.1051)  -0.8252
H (1.4391, 1.0888, 1.3193)  0.3784
H (0.8014, 0.0090, 0.1100)  0.4586
H (0.8591, -2.7343, 1.7768)  0.2197
H (-0.2265, -1.8970, 0.6739)  0.2326
H (-0.6888, -2.1902, 2.3867)  0.2172

Atomic forces in eV per Å
C -0.041 -0.051 -0.022
C 0.068 -0.366 -0.509
O -0.060 -0.072 0.153
O 0.008 0.185 0.310
H 0.042 0.119 0.065
H -0.006 0.082 -0.012
H -0.025 -0.044 0.044
C 0.122 -0.105 -0.256
C -0.002 -0.066 0.419
O -0.039 -0.057 -0.159
N -0.068 -0.225 -0.235
H 0.156 0.250 0.179
H -0.041 0.207 -0.105
H 0.080 0.084 0.055
H -0.105 -0.040 0.047
H -0.089 0.101 0.029